Molecular formula: C5H12N2O
Method: DFT, ωB97M-V/def2-TZVPD

Output
HOMO energy (eV): -9.340
Spin multiplicity: 1
HOMO-LUMO gap (eV): 10.286
Structure (SMILES): NC(N)C=O.C=CC

XYZ file:
```
20
C5H12N2O ωB97M-V/def2-TZVPD
N -1.39 -2.59 -0.34
C -0.55 -1.59 0.35
N -0.96 -1.37 1.70
C -0.69 -0.31 -0.47
O -1.60 0.47 -0.34
H -2.34 -2.25 -0.44
H -1.02 -2.81 -1.26
H 0.48 -1.97 0.33
H -1.13 -2.26 2.17
H -1.81 -0.82 1.72
H -0.08 -0.33 -1.40
C 1.26 0.90 0.86
C 1.60 1.36 -0.35
C 0.99 2.57 -0.97
H 1.78 0.06 1.31
H 0.57 1.42 1.49
H 2.38 0.87 -0.93
H 1.74 3.35 -1.11
H 0.18 2.95 -0.36
H 0.58 2.33 -1.95
```

Per-atom Mulliken charges, elementary charge units: number 1, N, carries -0.70; number 2, C, carries 0.02; number 3, N, carries -0.56; number 4, C, carries -0.03; number 5, O, carries -0.54; number 6, H, carries 0.25; number 7, H, carries 0.26; number 8, H, carries 0.37; number 9, H, carries 0.26; number 10, H, carries 0.27; number 11, H, carries 0.37; number 12, C, carries -0.89; number 13, C, carries 0.09; number 14, C, carries -1.02; number 15, H, carries 0.34; number 16, H, carries 0.26; number 17, H, carries 0.35; number 18, H, carries 0.36; number 19, H, carries 0.28; number 20, H, carries 0.26